(1)
ORCA calculation (ωB97M-V/def2-TZVPD) on CHN2S2 as an isolated structure at a distorted geometry.

Calculated values
* energy above the lowest of the compared OMol25 structures with the same formula, charge and spin: 17.2 kcal per mole
* net charge: +1
* LUMO energy (spin up / spin down): -7.57 / -7.57 eV

Geometry (Å):
C -2.887248 -0.280813 0.000337
N -2.465420 -1.456571 0.002850
N -0.417330 -0.116310 0.000259
S -2.620235 1.224059 -0.000760
S -0.836787 -1.566902 -0.001783
H 0.558414 0.147530 -0.000172

Forces on atoms 1 to 3 (eV/Å):
0.876 1.508 0.012
-0.478 -1.452 -0.018
1.034 -0.941 -0.005

***

(2)
ORCA calculation (ωB97M-V/def2-TZVPD) on C37H54N3OP2Ti as an isolated structure at a distorted geometry.

Calculated values
* <S²>: 2.013
* 2S+1: 3
* energy above the lowest of the compared OMol25 structures with the same formula, charge and spin: 48.5 kcal per mole
* net charge: +1
* LUMO energy (spin up / spin down): -3.09 / -3.35 eV

Geometry (Å):
C 2.049607 -1.849462 -1.117674
C 2.039973 0.234982 -2.048843
C 2.996763 -2.235622 -2.032846
C 2.678372 -0.191429 -3.235851
C 3.322333 -1.426989 -3.114643
H 3.444808 -3.242258 -1.955726
H 2.852718 0.528874 -4.025838
H 4.037805 -1.710575 -3.870482
N 1.563510 -0.590892 -1.048127
P -0.064872 -2.464060 0.654838
P 1.159427 2.246898 -0.359372
C 1.566572 -2.860866 -0.093437
H 1.547711 -3.893065 -0.517379
H 2.325058 -2.973370 0.723232
C 2.001657 1.681280 -1.810494
H 1.551074 2.239716 -2.634739
C -0.215446 3.803230 -0.458658
C 2.923005 3.007474 -0.050147
C -1.229612 -3.336659 -0.567203
C -0.034910 -3.421905 2.316513
C -1.632874 3.443454 0.015020
H -1.714062 3.342093 1.112578
H -2.319076 4.280631 -0.231550
H -2.024353 2.543110 -0.475346
C 0.209634 5.005716 0.398369
H 0.249379 4.752423 1.468204
H 1.163805 5.454524 0.106044
H -0.536501 5.816472 0.297317
C -0.299868 4.139824 -1.934692
H -0.970416 5.003118 -2.075632
H 0.664864 4.402826 -2.389315
H -0.749516 3.317700 -2.508959
C 3.073929 3.600335 1.326808
H 2.936298 2.829177 2.106319
H 4.116636 3.979647 1.411372
H 2.400138 4.440710 1.544254
C 3.970195 1.876087 -0.232201
H 3.722095 1.039612 0.420481
H 4.024903 1.518890 -1.259312
H 4.991357 2.249634 -0.051009
C 3.121178 4.033762 -1.188905
H 2.923059 3.577824 -2.171091
H 2.485376 4.942018 -1.135411
H 4.182011 4.349689 -1.228449
C -1.446827 -3.477328 2.925148
H -1.376728 -3.848962 3.966063
H -1.902522 -2.478666 2.974327
H -2.127114 -4.154516 2.389343
C 0.854686 -2.626457 3.288739
H 1.883503 -2.512819 2.922886
H 0.439634 -1.629540 3.490601
H 0.904567 -3.166376 4.252574
C 0.518313 -4.856530 2.215225
H 0.625595 -5.266151 3.234842
H -0.156163 -5.540281 1.681304
H 1.507682 -4.895024 1.733407
C -0.893858 -2.920339 -2.015385
H -1.577622 -3.445568 -2.710536
H -1.035767 -1.843192 -2.172415
H 0.133144 -3.190204 -2.302009
C -2.677233 -2.908456 -0.267629
H -2.796035 -1.825531 -0.393901
H -3.355329 -3.415994 -0.973551
H -2.988392 -3.180079 0.749957
C -1.152290 -4.877197 -0.509146
H -0.131066 -5.254120 -0.653870
H -1.569053 -5.280898 0.425257
H -1.764024 -5.295276 -1.326228
Ti 0.236777 0.062600 0.503902
C 1.676937 0.219111 1.770105
O 2.556273 0.319869 2.556574
N -1.605456 0.026466 -0.735967
C -1.987643 0.232191 -1.841298
C -2.167367 0.772040 -3.181907
C -3.515365 0.777102 -3.541178
C -1.188922 1.090007 -4.210512
C -3.893573 0.853626 -4.869068
H -4.359345 0.583512 -2.837063
C -1.602080 1.240827 -5.548259
H -0.101184 1.205883 -4.046832
C -2.972635 1.086392 -5.886277
H -4.972515 0.686887 -5.094502
H -0.891986 1.451330 -6.356492
H -3.271993 1.165598 -6.952116
N -1.452064 0.647072 1.945179
C -1.504429 0.360818 3.360440
C -0.434901 0.700695 4.165393
C -0.467971 0.344081 5.523387
C -1.583887 -0.292858 6.050850
C -2.689897 -0.580482 5.239270
C -2.654635 -0.250906 3.873853
H -2.289961 0.326583 1.456458
H -1.397613 1.655910 1.772404
H 0.424073 1.224411 3.741698
H 0.389789 0.584971 6.156643
H -1.609558 -0.573637 7.107516
H -3.580645 -1.054604 5.652131
H -3.509100 -0.460539 3.222674

Forces on atoms 1 to 3 (eV/Å):
0.178 -0.739 0.640
-1.569 3.644 0.423
0.337 -1.525 0.258

***

(3)
ORCA calculation (ωB97M-V/def2-TZVPD) on C13H16Cl2MnN2 as an isolated structure at a distorted geometry.

Calculated values
* <S²>: 6.088
* 2S+1: 5
* energy above the lowest of the compared OMol25 structures with the same formula, charge and spin: 0.0 kcal per mole
* net charge: -1
* LUMO energy (spin up / spin down): 2.39 / 2.37 eV

Geometry (Å):
Mn 0.661322 -0.109717 -0.064348
Cl 0.077784 -2.184491 -0.254715
Cl 1.394994 1.868681 0.711650
C 2.053639 -0.171512 -1.207601
H 2.796819 0.614520 -1.095358
H 2.378617 -1.126915 -1.603866
C -0.490852 0.628673 -1.488944
C 0.751314 0.417978 -2.105370
H -0.522185 1.143614 -0.498370
C 0.607085 -0.631606 -3.273239
H 1.190833 1.359476 -2.493988
C -0.572871 -0.312016 -4.170946
H 1.548250 -0.668515 -3.831788
H 0.442050 -1.594967 -2.762684
C -1.880740 -0.147998 -3.378564
H -0.363170 0.625873 -4.699638
H -0.676193 -1.103307 -4.918138
C -1.671067 0.962250 -2.321999
H -2.721215 0.062985 -4.062692
H -2.095564 -1.088083 -2.847086
H -1.466578 1.904775 -2.869805
H -2.597152 1.159191 -1.756745
N 2.773915 -0.202788 5.808953
C 1.836348 -0.228371 5.111632
C 0.724302 -0.259697 4.195782
C -0.608719 -0.234229 4.632761
C -1.629095 -0.269182 3.688323
C -1.294763 -0.299882 2.327978
N -0.019016 -0.275696 1.949828
C 0.987198 -0.294081 2.833562
H -0.825362 -0.191650 5.697637
H -2.678917 -0.273857 3.961667
H -2.051340 -0.344718 1.541577
H 1.990727 -0.256840 2.412234

Forces on atoms 1 to 3 (eV/Å):
-1.044 -1.195 3.281
-0.150 -2.190 0.121
0.844 1.513 0.796

***

(4)
ORCA calculation (ωB97M-V/def2-TZVPD) on C25H31GdN3OP2 as an isolated structure at a distorted geometry.

Calculated values
* <S²>: 16.058
* 2S+1: 8
* energy above the lowest of the compared OMol25 structures with the same formula, charge and spin: 32.1 kcal per mole
* net charge: +1
* LUMO energy (spin up / spin down): -3.65 / -3.64 eV

Geometry (Å):
C -1.340822 3.813662 -3.026034
C -1.140945 2.462437 -2.792186
C 0.145368 1.890496 -3.075976
C 1.220238 2.742057 -3.523410
C 0.956507 4.119035 -3.734851
C -0.303003 4.639148 -3.504365
C 2.491841 2.171448 -3.650649
C 2.704158 0.808759 -3.418659
C 1.573671 0.017374 -2.999429
C 1.769041 -1.358005 -2.639158
C 3.041537 -1.900693 -2.716728
C 4.142683 -1.131679 -3.141998
C 3.982096 0.198485 -3.480383
H -2.325985 4.235500 -2.824035
H 1.776629 4.743634 -4.092497
H -0.510192 5.692135 -3.677733
H 3.330589 2.800576 -3.946891
H 3.181496 -2.942701 -2.428664
H 5.121819 -1.599874 -3.194608
H 4.822719 0.814506 -3.805335
N 0.375980 0.595532 -2.784489
Gd 0.399772 0.767818 0.897837
C -2.204341 1.583006 -2.169045
H -2.115842 0.563849 -2.566914
H -3.214109 1.978453 -2.342642
C 0.589720 -2.130931 -2.096442
H -0.324611 -1.834122 -2.622732
H 0.743782 -3.214293 -2.179364
P -1.981169 1.393450 -0.331859
P 0.264290 -1.736666 -0.309883
C 1.564043 -2.789059 0.445943
H 1.436506 -2.817307 1.534442
H 1.493986 -3.805306 0.039840
H 2.551272 -2.367750 0.222932
C -1.205626 -2.793594 -0.028919
H -0.980995 -3.827361 -0.323587
H -1.480589 -2.768165 1.031127
H -2.051984 -2.415312 -0.614679
C -2.369896 3.103274 0.221913
H -3.317769 3.432474 -0.222668
H -2.441520 3.114737 1.317089
H -1.562182 3.784121 -0.074018
C -3.526553 0.520059 0.100771
H -3.605178 0.432140 1.191297
H -4.385973 1.084749 -0.282308
H -3.518676 -0.489317 -0.329731
H 1.642361 1.419842 -0.357983
H 0.167482 2.301558 1.886273
N 0.316914 -2.704426 7.376046
C -0.809994 -2.371457 6.666527
O -1.932291 -2.536387 7.136418
C -0.595205 -1.807836 5.293287
C 0.665075 -1.667640 4.688481
C 0.761545 -1.046050 3.447241
N -0.318189 -0.549432 2.775725
C -1.551972 -0.780240 3.318891
C -1.721754 -1.377610 4.557639
H 0.173229 -3.019225 8.324614
H 1.257486 -2.493968 7.076739
H 1.575129 -2.050627 5.153894
H 1.732182 -0.941025 2.940997
H -2.403657 -0.456863 2.714673
H -2.730128 -1.499380 4.950240

Forces on atoms 1 to 3 (eV/Å):
-0.187 -1.221 0.293
-0.207 0.464 0.040
1.136 -0.335 0.416